1.
8
Properties=species:S:1:pos:R:3:nbo_charge:R:1 method="wB97M-V/def2-TZVPD" multiplicity=2 total_charge=+2 homo_lumo_gap_ev="6.758 / 6.736" e_homo_ha="-0.669 / -0.669" lumo_ev="-11.45 / -11.47" e_above_lowest_kcal_mol=9.27
H -1.4799 4.2469 -1.8877 0.280
O 1.3995 -3.3858 0.7397 -0.569
H 1.5009 -3.3174 1.7038 0.543
C -1.1806 3.3350 -1.3965 0.042
C -0.9602 2.3284 -0.7354 -0.949
O 0.5791 -1.3304 0.7808 -0.839
C 1.0267 -2.2893 0.2025 0.949
Lu -0.8855 0.4125 0.5928 2.544

2.
16
Properties=species:S:1:pos:R:3:nbo_charge:R:1 method="wB97M-V/def2-TZVPD" total_charge=0 homo_lumo_gap_ev=9.136 e_homo_ha=-0.298 lumo_ev=1.04 e_above_lowest_kcal_mol=91.04
C -0.1651 0.6111 -0.2120 -0.017
C 0.8037 -0.2685 -0.5105 0.088
C -0.5075 -0.9696 0.9222 0.400
C -0.6145 1.9612 -0.5684 -0.683
C 1.9664 -0.2272 -1.4414 -0.660
C -1.4628 -1.4118 1.9227 -0.712
N 0.5208 -1.4130 0.3374 -0.486
H -1.5619 1.9250 -1.1087 0.223
H 0.1290 2.4547 -1.1985 0.224
H -0.7645 2.5603 0.3318 0.226
H 2.8866 -0.0508 -0.8841 0.225
H 1.8400 0.5650 -2.1754 0.220
H 2.0616 -1.1840 -1.9516 0.229
H -1.3883 -0.7849 2.8108 0.242
H -1.2684 -2.4505 2.1955 0.240
H -2.4753 -1.3169 1.5301 0.242

3.
63
Properties=species:S:1:pos:R:3:nbo_charge:R:1 method="wB97M-V/def2-TZVPD" total_charge=0 homo_lumo_gap_ev=9.822 e_homo_ha=-0.372 lumo_ev=-0.31 e_above_lowest_kcal_mol=173.12
O -1.6667 0.6105 0.6342 -1.010
H -1.0070 1.2787 0.4578 0.503
H -2.3193 1.2055 1.1647 0.521
O 2.9425 -1.3391 -3.1519 -0.931
H 2.8900 -0.5350 -2.5988 0.471
H 3.9024 -1.4528 -3.1505 0.460
O -2.5747 2.1519 -1.9121 -0.937
H -3.2884 1.4905 -1.8477 0.469
H -1.8794 1.4689 -2.0657 0.467
O -1.5887 -2.8175 -2.7381 -0.937
H -2.5418 -2.9043 -2.7530 0.472
H -1.3667 -3.5280 -3.3706 0.471
O -0.4210 1.0299 3.1205 -0.941
H -0.8976 0.1942 3.0343 0.455
H 0.0378 1.1574 2.2665 0.484
O -1.9313 3.5742 1.7398 -0.947
H -1.3270 4.1021 2.2596 0.475
H -2.0368 4.1377 0.9379 0.475
O 0.1543 1.9307 -2.6533 -0.974
H 0.6983 1.3204 -3.1686 0.491
H 0.5034 2.8201 -2.6809 0.489
O -1.4114 -3.0110 2.1565 -0.940
H -0.6283 -3.4571 2.4671 0.469
H -1.5724 -2.3526 2.8289 0.473
O -1.6967 1.7456 -5.0705 -0.966
H -1.8946 1.7250 -4.1466 0.466
H -1.8355 0.8437 -5.4031 0.489
O 1.0171 2.4170 0.5139 -1.021
H 1.4633 1.7504 -0.0638 0.518
H 1.0468 3.2624 0.0728 0.474
O 4.1110 2.2112 0.6397 -0.956
H 3.3115 2.4949 1.1483 0.483
H 3.8106 1.5903 -0.0175 0.470
O 1.5460 -3.6767 0.7775 -0.944
H 0.6159 -3.7113 0.6049 0.482
H 1.7069 -4.4251 1.3708 0.465
O -2.4155 -1.0739 -1.0642 -1.035
H -2.9518 -1.5682 -0.4311 0.474
H -2.0400 -0.3293 -0.4973 0.501
O 1.8313 2.5621 3.4772 -0.942
H 1.8845 3.5146 3.4122 0.459
H 1.4744 2.2457 2.6418 0.480
O 1.6045 0.0830 -0.5244 -1.042
H 1.4319 -0.4076 0.2688 0.495
H 0.9583 -0.2119 -1.2355 0.497
O -1.7078 -0.8416 -4.5067 -0.967
H -2.3789 -0.6449 -3.8946 0.463
H -1.0800 -1.3523 -3.9879 0.505
O 1.6213 -1.8436 4.1952 -0.987
H 2.3852 -1.5384 4.7160 0.485
H 1.1062 -1.0444 3.9770 0.499
O -0.0356 -1.2281 -2.0164 -0.936
H -0.5692 -1.6915 -1.3456 0.518
H -0.5689 -0.4589 -2.2404 0.466
O -3.8987 1.4850 1.3137 -0.910
H -4.1656 2.2636 1.8064 0.491
H -3.9071 0.8466 2.0599 0.472
O 3.7086 -2.6544 2.4056 -0.928
H 3.8502 -2.6488 1.4694 0.477
H 3.1635 -3.4343 2.5185 0.466
O 1.4863 -0.6287 2.0114 -0.975
H 1.0547 -1.5188 1.8784 0.474
H 2.2859 -1.1836 2.1895 0.513